{"formula": "C20H40O5", "method": "ωB97M-V/def2-TZVPD", "elements": ["C", "C", "C", "O", "C", "H", "H", "H", "H", "H", "H", "H", "H", "C", "C", "C", "O", "C", "H", "H", "H", "H", "H", "H", "H", "H", "C", "C", "C", "O", "C", "H", "H", "H", "H", "H", "H", "H", "H", "C", "C", "C", "O", "C", "H", "H", "H", "H", "H", "H", "H", "H", "C", "C", "C", "O", "C", "H", "H", "H", "H", "H", "H", "H", "H"], "positions_angstrom": [[-0.76005, -2.60098, 1.04478], [-1.27526, -2.46530, -0.39066], [-0.70383, -3.71266, -1.08761], [-0.42474, -4.66683, -0.07748], [-0.05542, -3.97290, 1.09828], [-1.57529, -2.59898, 1.76785], [-0.06974, -1.81542, 1.35245], [-0.92704, -1.54607, -0.85941], [-2.36352, -2.48972, -0.42682], [0.23387, -3.44977, -1.59960], [-1.36863, -4.18295, -1.80899], [1.03754, -3.88315, 1.15258], [-0.38001, -4.52746, 1.97903], [0.77404, 2.32050, -3.19108], [0.08562, 3.66500, -3.41943], [0.59796, 4.41934, -2.20141], [1.95471, 4.04445, -2.05470], [2.15102, 2.76258, -2.64128], [0.89772, 1.74700, -4.11085], [0.22494, 1.71712, -2.46870], [-1.00167, 3.57678, -3.38090], [0.38276, 4.13527, -4.35512], [0.02796, 4.11503, -1.30775], [0.48989, 5.50392, -2.24474], [2.45614, 2.05039, -1.87370], [2.88014, 2.83455, -3.44800], [4.04958, -3.29299, 2.27094], [3.33888, -3.25547, 3.62440], [3.65192, -1.81509, 4.08211], [3.85168, -1.06082, 2.88566], [3.70067, -1.91324, 1.75751], [3.71918, -4.11163, 1.62723], [5.12390, -3.44523, 2.39709], [3.67456, -4.01201, 4.33248], [2.27260, -3.42259, 3.45272], [4.57577, -1.81174, 4.65971], [2.80035, -1.40310, 4.62388], [4.32970, -1.53672, 0.95288], [2.65078, -1.88724, 1.43169], [-4.00709, 0.95595, -2.66880], [-3.61671, 0.60989, -1.23290], [-4.96148, 0.50623, -0.52872], [-5.83489, 1.39864, -1.19825], [-5.35853, 1.68498, -2.49498], [-4.14049, 0.09874, -3.32652], [-3.25528, 1.60532, -3.11860], [-3.02833, 1.41386, -0.78818], [-3.04672, -0.31513, -1.17336], [-4.96184, 0.75573, 0.53208], [-5.35233, -0.51988, -0.61067], [-5.25675, 2.76353, -2.63576], [-6.08218, 1.31436, -3.22689], [-0.21768, 1.29781, 0.86555], [1.28737, 1.36979, 0.61870], [1.76174, 1.23923, 2.05948], [0.89268, 2.09560, 2.79018], [-0.37282, 2.12199, 2.13247], [-0.55065, 0.25829, 0.90303], [-0.81127, 1.69393, 0.03248], [1.56927, 2.36990, 0.27788], [1.64572, 0.61593, -0.08048], [2.79840, 1.52912, 2.21984], [1.66755, 0.20546, 2.41657], [-0.63095, 3.15894, 1.89554], [-1.16543, 1.75992, 2.79526]], "relative_energy_ev": 3.191, "smiles": "C1CCOC1.C1CCOC1.C1CCOC1.C1CCOC1.C1CCOC1", "orbital_gap_ev": 9.93, "multiplicity": 1, "energy_ha": -1162.1508}


{"formula": "C6H13N5S", "method": "ωB97M-V/def2-TZVPD", "elements": ["N", "C", "N", "C", "N", "N", "S", "N", "C", "C", "C", "C", "H", "H", "H", "H", "H", "H", "H", "H", "H", "H", "H", "H", "H"], "positions_angstrom": [[3.59055, 1.83151, 0.92710], [3.25294, 0.70273, 0.68077], [2.73310, -0.33628, 0.36714], [1.97135, -1.15038, -0.35120], [2.44220, -2.30502, -0.75627], [0.77495, -0.85045, -0.66217], [-0.25859, 0.26071, -0.14890], [0.39218, 1.72623, -0.16506], [-1.69524, 0.20154, -1.28200], [-2.91395, 0.25946, -0.46841], [-2.64547, -0.52699, 0.85402], [-1.21450, -0.22539, 1.31282], [4.41669, 2.29156, 1.33138], [1.88434, -3.02044, -1.26272], [3.45543, -2.35058, -0.97645], [1.38806, 1.86204, -0.20294], [-0.01782, 2.64510, -0.24352], [-1.58781, -0.75650, -1.87739], [-1.37534, 0.98270, -1.95705], [-3.73284, -0.34919, -0.81070], [-3.08141, 1.31271, -0.29445], [-3.23753, -0.23875, 1.70952], [-2.92032, -1.61386, 0.68501], [-1.10922, 0.71055, 1.93514], [-0.51175, -1.06300, 1.65633]], "relative_energy_ev": 1.616, "smiles": "N=C=NC(=[NH2+])N=S1(=[NH2+])CCCC1", "charge": 2, "orbital_gap_ev": 10.65, "multiplicity": 1, "energy_ha": -907.6543}


{"formula": "C26H43Cl3O2P2Ru", "method": "ωB97M-V/def2-TZVPD", "elements": ["Ru", "C", "C", "C", "C", "C", "C", "H", "H", "H", "C", "H", "H", "H", "C", "H", "H", "H", "C", "H", "H", "H", "C", "H", "H", "H", "C", "C", "C", "C", "C", "C", "C", "C", "H", "H", "H", "H", "H", "H", "H", "H", "H", "H", "H", "H", "P", "P", "C", "C", "H", "H", "H", "H", "C", "H", "H", "H", "C", "H", "H", "H", "C", "H", "H", "H", "C", "H", "H", "H", "Cl", "C", "Cl", "Cl", "C", "O", "O"], "positions_angstrom": [[0.42495, -0.65215, -0.19562], [-0.60767, -2.12057, 1.98875], [0.75923, -2.16112, 1.41118], [0.68711, -0.75313, 3.30889], [-0.64095, -1.21630, 3.06007], [1.55038, -1.33250, 2.37554], [-1.72218, -3.04316, 1.64544], [-1.43427, -3.74834, 0.85246], [-2.62993, -2.49939, 1.32075], [-1.98993, -3.61582, 2.55024], [-1.78745, -0.95568, 3.95472], [-2.69033, -1.46223, 3.59958], [-2.00192, 0.12144, 4.00392], [-1.55338, -1.27385, 4.98659], [1.06067, 0.00777, 4.52291], [0.78872, -0.53041, 5.43610], [0.52900, 0.96456, 4.53526], [2.12456, 0.25087, 4.52746], [3.03230, -1.39463, 2.50403], [3.31697, -2.16912, 3.24417], [3.45024, -0.44120, 2.86156], [3.50770, -1.63600, 1.53969], [1.35226, -3.46897, 0.96478], [1.71210, -4.05634, 1.81711], [2.20475, -3.29983, 0.31184], [0.60835, -4.08782, 0.46112], [-1.65727, 0.61090, -3.77375], [-1.82663, -0.73906, -3.69030], [-0.98101, -1.73636, -4.42589], [0.51881, -1.40508, -4.46698], [1.02289, -0.70926, -3.21302], [1.14518, 0.63688, -3.15372], [0.64060, 1.60445, -4.20026], [-0.75992, 1.26957, -4.76940], [-1.34369, -1.89574, -5.46253], [0.72094, -0.81656, -5.38246], [-1.13420, -2.71617, -3.94672], [-0.63941, 0.69255, -5.68745], [-2.34409, 1.27583, -3.25457], [-2.75357, -1.11971, -3.25362], [-1.21915, 2.21899, -5.08610], [0.60437, 2.61372, -3.76742], [1.89258, 1.09742, -2.50552], [1.35875, 1.69820, -5.03708], [1.06471, -2.35187, -4.57967], [1.52477, -1.35372, -2.47734], [-1.32384, 0.86207, 0.33534], [1.81591, 1.21109, 0.06840], [-0.75457, 2.10095, -0.87464], [0.71631, 2.50340, -0.65609], [-1.43493, 2.94765, -0.80966], [-0.86580, 1.63900, -1.87883], [1.16465, 2.81738, -1.59846], [0.76165, 3.36563, 0.02405], [2.34706, 1.94606, 1.62888], [3.09621, 1.31059, 2.11959], [1.47578, 2.05979, 2.28681], [2.77587, 2.93599, 1.38991], [3.36996, 0.76556, -0.75009], [3.80498, 1.65548, -1.21679], [3.21139, -0.02204, -1.50335], [4.05100, 0.36352, 0.00740], [-3.06699, 0.45703, 0.19552], [-3.27741, -0.45620, 0.75186], [-3.33922, 0.28632, -0.85328], [-3.67093, 1.27122, 0.63905], [-1.07387, -1.55874, -1.09570], [-0.56507, -2.52030, -1.25940], [-1.00201, -0.89348, -1.96363], [-2.12301, -1.63857, -0.77878], [-2.61686, 2.64468, 4.61788], [-1.59241, 3.50031, 3.42107], [-2.03480, 5.18567, 3.23535], [0.12839, 3.32693, 3.84223], [-1.90589, 2.78132, 2.06067], [-2.75847, 3.20565, 1.30542], [-1.19898, 1.64501, 1.85453]], "relative_energy_ev": 0.000, "charge": 2, "orbital_gap_ev": [7.17, 5.81], "multiplicity": 5, "energy_ha": -3324.4315}


{"formula": "C5H11N2OS", "method": "ωB97M-V/def2-TZVPD", "elements": ["C", "C", "C", "C", "C", "N", "N", "O", "S", "H", "H", "H", "H", "H", "H", "H", "H", "H", "H", "H"], "positions_angstrom": [[0.62838, 1.53244, 0.66303], [0.30683, -0.30314, -0.56823], [0.87646, 2.25081, 1.91962], [0.92774, -1.53696, -1.17408], [-2.30851, -1.40322, -0.95814], [0.84334, 0.25652, 0.60360], [0.22921, 2.06625, -0.48111], [-1.41963, -0.85631, -0.02357], [0.18481, 0.97513, -1.77461], [-0.23988, 2.42409, 2.27687], [1.40901, 3.15459, 1.79282], [1.43714, 1.60498, 2.61655], [1.95066, -1.33473, -1.23799], [0.89698, -1.72134, -2.30749], [0.62675, -2.36804, -0.60332], [-2.13502, -2.36834, -1.35422], [-2.19176, -0.64725, -1.79746], [-3.27169, -1.13380, -0.56739], [1.08204, -0.23117, 1.43226], [0.25107, 3.08088, -0.79317]], "relative_energy_ev": 2.917, "charge": 1, "orbital_gap_ev": 9.00, "multiplicity": 1, "energy_ha": -779.7067}


{"formula": "C20H12F6N6O2S", "method": "ωB97M-V/def2-TZVPD", "elements": ["N", "S", "O", "O", "C", "C", "C", "C", "C", "C", "C", "N", "C", "N", "C", "C", "C", "C", "C", "C", "F", "F", "F", "N", "C", "C", "C", "C", "F", "F", "F", "N", "C", "N", "C", "H", "H", "H", "H", "H", "H", "H", "H", "H", "H", "H", "H"], "positions_angstrom": [[-2.18898, -2.67279, -6.16371], [-0.85833, -1.66526, -6.53650], [0.19670, -2.61882, -6.63462], [-1.26486, -1.06825, -7.80150], [-0.91944, -0.69143, -5.05139], [-1.60537, 0.50029, -5.07077], [-1.70620, 1.32287, -3.93511], [-0.95644, 0.94420, -2.78909], [-0.39001, -0.32726, -2.63604], [0.28866, -0.78034, -1.38465], [0.26282, 0.01213, -0.25147], [0.78339, -0.82877, 0.74931], [0.85748, -0.65562, 2.08838], [0.87570, 0.59741, 2.52939], [1.19066, 0.82971, 3.78127], [1.42411, 2.22706, 4.17884], [0.50184, 3.19673, 3.87565], [0.87180, 4.51212, 4.24308], [2.13641, 4.79696, 4.70572], [2.69387, 6.32342, 4.77386], [3.97680, 6.53864, 5.28207], [2.00276, 6.93606, 5.74812], [2.46446, 6.84860, 3.58401], [3.08634, 3.86432, 4.96861], [2.65182, 2.61526, 4.74912], [1.36866, -0.26792, 4.61442], [1.26368, -1.49693, 4.19052], [1.47630, -2.65372, 5.05845], [2.09877, -3.71032, 4.42864], [2.31002, -2.24415, 6.05394], [0.19532, -3.12927, 5.42201], [0.98356, -1.71506, 2.90374], [1.27030, -1.98842, 0.15919], [0.95013, -2.00190, -1.12190], [-0.39059, -1.15374, -3.79287], [-2.71970, -2.83653, -6.97952], [-1.67809, -3.52106, -5.91114], [-2.09020, 0.67455, -6.00480], [-2.17756, 2.24882, -3.80629], [-0.83381, 1.64990, -2.00935], [-0.09893, 1.12435, -0.09938], [-0.45787, 2.99520, 3.39065], [0.06420, 5.26115, 4.02780], [3.30676, 1.76009, 4.80416], [1.53017, -0.12474, 5.67713], [1.94829, -2.72520, 0.58930], [0.17591, -2.03098, -3.72594]], "relative_energy_ev": 2.361, "smiles": "NS(=O)(=O)c1cccc(-c2cn(-c3nc(-c4ccc(C(F)(F)F)nc4)cc(C(F)(F)F)n3)cn2)c1", "orbital_gap_ev": 8.05, "multiplicity": 1, "energy_ha": -2245.6910}


{"formula": "C23H49AlCl2NO9S3", "method": "ωB97M-V/def2-TZVPD", "elements": ["C", "C", "Al", "C", "C", "C", "C", "N", "C", "C", "C", "C", "C", "C", "Cl", "C", "C", "Cl", "H", "H", "H", "H", "H", "H", "H", "H", "H", "H", "H", "H", "H", "H", "H", "H", "H", "H", "H", "H", "H", "H", "H", "H", "H", "O", "S", "O", "O", "C", "C", "C", "H", "H", "H", "H", "H", "H", "H", "H", "O", "S", "O", "O", "C", "C", "C", "H", "H", "H", "H", "H", "H", "H", "H", "O", "S", "O", "O", "C", "C", "C", "H", "H", "H", "H", "H", "H", "H", "H"], "positions_angstrom": [[2.67622, -7.54689, 0.65352], [2.61195, -6.30047, 0.20002], [2.65924, -4.22243, 0.05698], [1.39142, -3.62940, -1.46150], [0.29947, -2.53963, -0.94676], [0.87446, -1.04040, -0.83773], [-0.39988, -0.01067, -0.74812], [-1.12969, -0.08335, 0.55508], [4.59197, -3.74333, -0.40873], [4.99761, -2.19359, -0.17421], [5.83466, -2.12691, 1.22225], [7.31578, -2.76581, 1.10976], [5.82797, -0.56265, 1.67830], [1.94596, -3.36120, 1.77776], [2.64822, -1.82712, 2.55606], [0.80312, -3.92272, 2.47416], [-0.01209, -5.21637, 1.98182], [0.21462, -3.12479, 4.03668], [2.84278, -8.53023, 1.23808], [2.04976, -3.15680, -2.27502], [0.80531, -4.55947, -1.79536], [-0.53544, -2.52241, -1.75346], [-0.21100, -2.84729, 0.04741], [1.43381, -0.72234, -1.80903], [1.50069, -0.83561, 0.10097], [-1.16172, -0.26502, -1.58634], [-0.09217, 1.08381, -0.90599], [-0.54046, 0.19740, 1.35507], [-1.53104, -1.03176, 0.70411], [4.74215, -3.99691, -1.53803], [5.30899, -4.44154, 0.16471], [5.76372, -1.91406, -1.00902], [4.12673, -1.44981, -0.22863], [5.24696, -2.81061, 1.95942], [8.01672, -2.15998, 1.79862], [7.70594, -2.88473, 0.03700], [7.27459, -3.83552, 1.56649], [4.78332, -0.14369, 1.38454], [6.57406, -0.02927, 0.96666], [6.05664, -0.39995, 2.78941], [0.29272, -6.14499, 2.58715], [-1.13142, -5.00348, 2.19604], [0.04652, -5.38459, 0.83255], [-3.63831, 4.62348, -2.15026], [-4.37749, 4.89273, -0.94436], [-3.80104, 5.61229, 0.16212], [-5.00771, 3.50683, -0.39473], [-4.12180, 2.41598, -0.11573], [-3.31570, 2.65277, 1.14608], [-5.90169, 5.68697, -1.37564], [-3.46842, 2.22517, -0.97188], [-4.74263, 1.52619, 0.02053], [-2.63827, 3.50209, 1.03011], [-2.71191, 1.77715, 1.39213], [-3.97550, 2.88071, 1.98860], [-6.37381, 5.13854, -2.19036], [-5.66400, 6.70247, -1.69416], [-6.54570, 5.71641, -0.49688], [-6.61292, -0.13228, -1.88441], [-6.78770, 0.54796, -3.14084], [-8.08081, 0.99837, -3.59188], [-6.10427, -0.33492, -4.31444], [-6.54177, -1.68323, -4.49352], [-7.92081, -1.74812, -5.12312], [-5.67506, 1.92402, -3.20673], [-6.51457, -2.22380, -3.54308], [-5.82320, -2.16748, -5.16016], [-8.67896, -1.32375, -4.46097], [-8.20461, -2.78130, -5.33487], [-7.94723, -1.17263, -6.05282], [-4.68178, 1.59667, -2.90179], [-6.04872, 2.68181, -2.51786], [-5.66322, 2.32111, -4.22170], [4.39741, 2.18912, 3.15719], [3.27963, 3.09499, 3.12641], [2.41125, 3.19858, 1.98173], [3.79494, 4.57892, 3.52706], [4.84155, 5.16587, 2.75242], [4.35066, 5.60569, 1.38574], [2.27018, 2.80455, 4.55275], [5.68680, 4.47685, 2.66664], [5.19483, 6.04236, 3.30264], [4.04064, 4.74980, 0.78197], [5.13706, 6.13104, 0.83930], [3.48189, 6.26314, 1.48174], [2.90495, 2.75665, 5.43699], [1.75904, 1.85243, 4.40450], [1.53835, 3.60786, 4.63732]], "charge": -1, "orbital_gap_ev": 6.88, "multiplicity": 1, "energy_ha": -3994.8949}